12
Properties=species:S:1:pos:R:3:forces:R:3 method="wB97M-V/def2-TZVPD" e_lumo_ha="-0.14236 / -0.24399" max_force_ev_per_a=3.477 total_charge=+1 energy_ev=-11161.38247 relative_energy_kcal_mol=75.2 homo_energy_ev="-14.4419 / -12.2432"
C -0.70390 0.31017 0.40407 1.16 -0.28 -3.27
N 2.05420 -2.11394 -1.33487 -0.11 -0.34 -0.13
N -1.55987 0.23569 1.40430 -1.71 0.00 0.11
N 0.59370 0.32859 0.74455 1.13 0.04 1.61
N -0.95638 0.33452 -0.95401 2.58 -0.31 1.60
O 1.44062 0.32912 -0.28345 -1.84 1.64 0.53
O 2.61693 -1.32777 -0.75864 1.16 -1.37 -0.40
H -1.20059 0.27648 2.42623 -1.10 -0.15 -2.54
H -2.58005 0.13690 1.07915 2.07 0.26 1.62
H -1.86543 0.54699 -1.22982 -1.45 0.28 -1.06
H -0.10406 0.36355 -1.63459 -2.52 0.07 1.86
H 2.26483 0.57972 0.13709 0.64 0.15 0.06

=====

49
Properties=species:S:1:pos:R:3:forces:R:3 method="wB97M-V/def2-TZVPD" e_lumo_ha="-0.34015 / -0.33878" max_force_ev_per_a=7.766 total_charge=+2 energy_ev=-51560.38948 relative_energy_kcal_mol=29.7 homo_energy_ev="-15.2108 / -15.1343"
C -0.17966 -1.01933 -2.33000 -1.71 -5.61 -4.49
H 0.16075 -2.07458 -2.48758 -0.25 1.13 0.03
H -1.27535 -1.00777 -2.10277 0.76 0.23 -0.03
H 0.75969 -1.33813 -0.33545 0.48 -2.56 0.60
C 0.41480 0.01407 -3.22148 0.98 -0.43 -0.50
H 0.01034 1.00292 -3.06639 -0.32 0.69 0.12
H 1.51922 0.06960 -3.05044 -0.60 -0.02 -0.37
C 0.10396 -0.45186 -4.66914 0.15 -0.51 0.60
H 0.45401 0.28464 -5.35609 0.28 0.60 -0.50
H 0.62405 -1.38977 -4.86446 -0.07 0.05 -0.03
H -0.95974 -0.59454 -4.81835 -0.17 0.00 0.02
C -0.86560 0.90114 1.45766 0.48 -1.98 1.14
C -1.33649 1.73026 0.39931 -0.88 -0.15 -1.56
C -2.17508 0.90564 -0.43265 0.93 0.88 -0.65
C -2.22001 -0.38713 0.12444 -0.87 0.10 -0.11
C -1.37422 -0.40721 1.29156 0.97 1.39 0.90
C -1.31645 -1.50003 2.29977 0.03 -0.36 0.06
C -3.14374 -1.48648 -0.27365 0.15 -0.38 -0.02
C -2.91527 1.37072 -1.64602 -0.44 0.29 -0.48
C -0.97799 3.16064 0.18809 -0.04 -0.17 -0.23
C -0.07217 1.38682 2.62038 0.36 0.18 0.49
Sc 0.26408 0.08875 -0.84548 -0.77 6.32 4.45
H -2.92119 -2.42892 0.24618 -0.04 0.37 -0.15
H -4.18142 -1.21424 -0.02134 0.24 0.03 -0.12
H -3.12075 -1.69874 -1.35287 -0.15 0.18 0.20
H -1.47921 -2.48149 1.84657 0.07 0.13 0.09
H -0.35606 -1.52582 2.81895 -0.09 0.02 -0.02
H -2.09326 -1.36121 3.06801 0.17 0.02 -0.22
H 0.81445 1.95862 2.30120 -0.29 -0.09 0.07
H -0.67458 2.06020 3.26365 0.23 -0.31 -0.35
H 0.27845 0.55982 3.25782 -0.20 0.30 -0.26
H -1.21405 3.48701 -0.82715 -0.10 0.02 0.16
H -1.53901 3.78992 0.88459 0.02 0.06 0.03
H 0.08875 3.34791 0.35319 -0.15 -0.09 0.19
H -2.91283 0.63882 -2.47215 -0.03 0.14 0.34
H -3.97324 1.56539 -1.40089 0.34 -0.05 -0.15
H -2.50126 2.30830 -2.05635 -0.20 -0.38 0.24
S 2.36513 1.43460 -0.58050 -0.31 -0.70 0.41
C 3.03631 0.31723 0.58081 2.10 1.44 -0.08
N 2.62963 -0.73331 1.23393 -4.25 -2.33 -0.16
C 3.61328 -1.33620 2.08612 1.24 -0.80 0.83
C 4.80858 -0.38438 1.91279 0.75 -0.56 0.26
N 4.29755 0.55583 0.96166 0.03 1.96 -1.41
H 1.67844 -1.23128 1.08085 2.25 1.33 0.02
H 3.88469 -2.36690 1.77682 -0.41 0.59 0.04
H 3.29450 -1.37028 3.13446 -0.14 -0.01 -0.30
H 5.68869 -0.89184 1.50116 -0.15 0.09 0.23
H 5.07672 0.11334 2.83706 0.12 0.03 0.16
H 4.80679 1.38483 0.60310 -0.50 -1.05 0.47

=====

45
Properties=species:S:1:pos:R:3:forces:R:3 method="wB97M-V/def2-TZVPD" e_lumo_ha=-0.03286 max_force_ev_per_a=4.112 energy_ev=-91039.54954 homo_energy_ev=-8.0880
Cl -0.75772 5.08304 1.50019 -0.38 0.36 -0.11
C 0.00422 3.58313 1.78253 -0.78 -0.87 0.33
C -0.66597 2.41074 1.69777 0.76 -0.27 -0.21
Cl -2.28193 2.31366 1.22603 -0.87 0.24 -0.18
C -0.07589 1.01134 2.03417 1.64 0.90 1.96
O -0.63019 0.43241 3.03696 0.20 0.69 -1.56
C 1.53811 1.11406 2.20741 -1.77 -3.56 -1.04
O 2.11575 0.01669 2.23984 -0.47 2.81 0.19
C 2.12471 2.42318 2.22135 0.04 1.93 0.60
Cl 3.82437 2.39754 2.39975 0.42 0.27 0.11
C 1.40301 3.61300 2.15032 1.70 -2.50 -0.46
Cl 2.25122 5.08352 2.23575 -0.12 0.19 0.07
C 1.42531 -4.01846 3.01300 -0.34 0.43 0.27
C 0.31278 -3.42026 3.62817 0.06 0.05 -0.28
C -0.46913 -2.49920 2.93081 -0.11 -0.20 -0.28
C -0.13491 -2.15293 1.62555 0.51 0.02 -0.38
C -0.95576 -1.16538 0.81342 -0.67 -0.03 1.46
C -1.50789 -1.83382 -0.45236 0.43 -0.61 0.51
C -2.02736 -0.82175 -1.41456 0.28 0.84 -0.02
N -0.92882 0.11165 -1.66904 0.44 0.50 -0.07
C -0.67596 0.75632 -2.91178 -0.06 -0.79 0.45
C 0.41385 1.62183 -2.82436 -0.04 0.35 -0.68
C 0.88761 2.28224 -3.97032 -0.72 -0.43 -0.37
C 0.21764 2.03473 -5.19827 0.27 0.00 0.93
C -0.88984 1.16973 -5.25904 0.11 0.01 0.28
C -1.35449 0.51153 -4.11337 0.60 0.42 0.15
S 1.03286 1.69623 -1.18311 -0.09 0.00 0.02
C -0.14465 0.52420 -0.63262 0.21 0.18 1.15
N -0.20262 0.11146 0.64677 -0.84 -0.74 -3.34
C 0.99958 -2.70217 1.02506 -0.05 -0.69 0.30
C 1.75636 -3.66233 1.69869 0.18 -0.07 0.37
H 2.03851 -4.71420 3.59931 -0.24 0.23 -0.45
H 0.03205 -3.64171 4.65770 0.22 -0.12 -0.24
H -1.35927 -2.04913 3.37407 0.40 -0.08 0.02
H -1.81735 -0.88909 1.41523 -0.13 0.03 0.26
H -0.71053 -2.42169 -0.91697 -0.16 0.03 -0.13
H -2.30411 -2.54542 -0.15365 0.47 0.43 -0.07
H -2.29649 -1.26659 -2.36469 -0.33 0.01 0.00
H -2.82519 -0.22598 -0.96186 -0.32 -0.26 -0.27
H 1.74911 2.95378 -3.90803 -0.37 -0.26 -0.11
H 0.57442 2.52049 -6.10564 -0.10 -0.11 0.26
H -1.39265 0.99305 -6.21466 0.22 0.11 0.38
H -2.19711 -0.17368 -4.13975 0.16 0.19 -0.12
H 1.27412 -2.43601 0.00500 0.00 0.08 0.20
H 2.63028 -4.12975 1.22924 -0.38 0.30 0.11

=====

6
Properties=species:S:1:pos:R:3:forces:R:3 method="wB97M-V/def2-TZVPD" e_lumo_ha="-0.08140 / -0.08144" max_force_ev_per_a=3.455 energy_ev=-14105.67227 relative_energy_kcal_mol=134.7 homo_energy_ev="-9.9078 / -9.9054"
C -1.38353 0.12264 0.81598 1.04 0.41 -0.37
C 0.90833 0.65019 -0.78112 0.37 1.60 -1.26
F 0.52116 -1.73440 0.02503 -0.51 1.23 1.78
P 0.32805 -0.12033 0.55508 -1.17 -3.21 -0.49
H -1.57421 1.21984 0.88982 0.27 -0.46 0.14
H 1.20020 -0.13793 -1.50479 -0.01 0.45 0.20